Record 1
C4H8O2 | the ωB97M-V functional and the def2-TZVPD basis

Output
molecular weight: 88.11 g mol⁻¹
ΔE to the lowest compared entry with this formula, charge and spin: 1.189 eV
LUMO level: 0.76 eV
total charge: 0
HOMO-LUMO gap: 10.6 eV
SMILES: C[C@@H](O)CC=O
E_HOMO: -9.9 eV

Each line ends with the Mulliken charge.
Atoms and positions in Å:
C1 1.468 0.532 0.212  -1.289
C2 0.460 -0.601 0.138  0.390
O1 0.597 -1.338 1.348  -0.555
C3 -1.014 -0.185 0.001  -0.602
C4 -1.407 0.881 -0.994  -0.001
O2 -0.684 1.758 -1.403  -0.467
H1 2.458 0.110 0.417  0.345
H2 1.478 1.085 -0.728  0.379
H3 1.225 1.230 1.020  0.307
H4 0.721 -1.242 -0.719  0.210
H5 0.139 -2.181 1.244  0.323
H6 -1.335 0.182 0.986  0.286
H7 -1.634 -1.070 -0.202  0.351
H8 -2.472 0.839 -1.322  0.321

Record 2
C4H4O3 | the ωB97M-V functional and the def2-TZVPD basis

Output
molecular weight: 100.07 g mol⁻¹
ΔE to the lowest compared entry with this formula, charge and spin: 3.169 eV
LUMO level: 0.79 eV
total charge: 0
HOMO-LUMO gap: 11.4 eV
SMILES: O=C1OC[C@@]12CO2
E_HOMO: -10.6 eV

Each line ends with the Mulliken charge.
Atoms and positions in Å:
O1 -2.416 -0.343 -0.321  -0.536
C1 -1.236 -0.404 -0.471  0.435
O2 -0.529 -0.916 -1.534  -0.343
C2 0.759 -0.657 -0.910  -0.290
C3 -0.002 -0.012 0.274  0.672
C4 0.219 1.113 1.312  -0.611
O3 0.326 -0.252 1.594  -0.413
H1 1.401 -0.057 -1.562  0.259
H2 1.257 -1.598 -0.641  0.232
H3 -0.684 1.615 1.674  0.258
H4 0.905 1.512 0.585  0.337

Record 3
C28H30AlFNO5PS | the ωB97M-V functional and the def2-TZVPD basis

Output
molecular weight: 569.57 g mol⁻¹
LUMO level: -10.06 eV
total charge: +2
HOMO-LUMO gap: 2.9 eV
E_HOMO: -13.0 eV

Each line ends with the Mulliken charge.
Atoms and positions in Å:
C1 2.191 2.070 3.700  -1.212
C2 3.044 0.930 3.124  -0.335
P1 1.998 -0.502 2.766  0.542
C3 1.118 -1.081 4.216  -1.110
C4 0.930 -0.150 1.458  -0.023
C5 -0.415 0.302 1.553  0.057
O1 -0.944 0.513 2.764  -0.501
C6 -1.151 0.486 0.400  -0.045
C7 -0.526 0.250 -0.857  1.432
C8 0.823 -0.237 -0.948  -0.409
O2 1.437 -0.467 -2.117  -0.527
C9 0.908 -1.524 -2.968  -0.549
C10 2.067 -2.246 -3.654  0.290
C11 2.292 -1.726 -5.053  -1.540
O3 1.718 -3.624 -3.730  -0.562
C12 1.519 -0.430 0.203  0.123
C13 2.918 -0.935 0.224  0.156
C14 3.140 -2.313 0.400  0.100
C15 4.427 -2.810 0.407  -1.133
C16 5.500 -1.953 0.229  -0.419
C17 5.286 -0.587 0.055  -1.064
C18 4.008 -0.078 0.054  -0.175
S1 -1.369 0.554 -2.287  -0.329
C19 -2.530 1.739 -1.771  1.113
C20 -3.046 2.601 -2.737  -0.807
C21 -4.023 3.510 -2.359  -1.010
C22 -4.422 3.607 -1.036  -0.302
C23 -5.433 4.692 -0.682  0.400
O4 -6.122 5.066 -1.644  -0.632
O5 -5.296 5.126 0.481  -0.659
C24 -3.880 2.766 -0.076  -0.597
C25 -2.953 1.812 -0.435  -0.757
N1 -2.493 0.893 0.555  0.553
C26 -3.476 -0.259 0.596  -0.786
C27 -3.128 -1.438 1.465  0.620
C28 -4.161 -2.532 1.264  -1.536
F1 -3.143 -1.050 2.800  -0.345
H1 2.810 2.665 4.364  0.411
H2 1.822 2.702 2.899  0.347
H3 1.339 1.731 4.283  0.283
H4 3.835 0.637 3.809  0.528
H5 3.503 1.252 2.196  0.272
H6 0.089 -1.267 3.929  0.364
H7 1.147 -0.319 4.991  0.416
H8 1.566 -1.999 4.590  0.443
H9 -1.421 1.357 2.776  0.340
H10 0.285 -2.214 -2.405  0.471
H11 0.283 -1.057 -3.726  0.402
H12 2.968 -2.093 -3.058  0.220
H13 3.174 -2.192 -5.482  0.403
H14 2.454 -0.650 -5.066  0.331
H15 1.449 -1.979 -5.691  0.388
H16 2.350 -4.150 -3.235  0.346
H17 2.304 -2.985 0.526  0.611
H18 4.614 -3.861 0.558  0.522
H19 6.498 -2.359 0.241  0.459
H20 6.133 0.064 -0.092  0.485
H21 3.855 0.981 -0.089  0.698
H22 -2.697 2.532 -3.757  0.545
H23 -4.499 4.141 -3.102  0.812
H24 -4.209 2.852 0.949  0.674
H25 -3.609 -0.626 -0.424  0.316
H26 -4.428 0.141 0.931  0.682
H27 -2.152 -1.866 1.225  0.212
H28 -5.165 -2.131 1.353  0.373
H29 -3.991 -3.310 1.999  0.409
H30 -4.029 -2.969 0.278  0.421
Al1 -3.085 5.995 -2.130  0.793

Record 4
C26H22CdN8O2S2Se2 | the ωB97M-V functional and the def2-TZVPD basis

Output
molecular weight: 812.98 g mol⁻¹
ΔE to the lowest compared entry with this formula, charge and spin: 0.957 eV
LUMO level: 4.05 eV
total charge: -2
HOMO-LUMO gap: 5.9 eV
E_HOMO: -1.9 eV

Each line ends with the Mulliken charge.
Atoms and positions in Å:
Cd1 -0.011 -0.128 -0.673  1.313
N1 -1.376 -2.844 -4.480  -0.540
C1 -1.514 -2.707 -3.047  0.076
S1 -1.276 -4.122 -2.042  -0.494
N2 -1.792 -1.503 -2.666  -1.085
N3 -1.861 -1.145 -1.372  0.588
C2 -2.936 -1.365 -0.662  -0.822
C3 -3.046 -1.258 0.776  0.602
C4 -4.323 -1.668 1.348  -0.937
C5 -4.489 -1.697 2.716  -0.744
C6 -3.469 -1.276 3.582  -0.540
C7 -2.262 -0.875 3.072  -0.093
C8 -2.034 -0.862 1.678  1.050
O1 -0.813 -0.424 1.350  -0.175
H1 -0.972 -3.752 -4.755  0.263
H2 -1.082 -1.887 -4.825  0.331
H3 -3.738 -1.813 -1.248  0.298
H4 -5.098 -1.817 0.680  0.500
H5 -5.475 -1.903 3.208  0.236
H6 -3.508 -1.279 4.673  0.372
H7 -1.380 -0.623 3.679  -0.065
N4 1.842 -2.753 -3.772  -0.573
C9 1.488 -1.594 -3.086  0.177
S2 1.959 -1.644 -1.456  -0.460
N5 0.970 -0.705 -3.799  -1.119
N6 0.612 0.431 -3.109  0.717
C10 0.325 1.565 -3.706  -0.815
C11 0.182 2.813 -3.013  0.776
C12 0.006 3.908 -3.804  -0.581
C13 -0.041 5.245 -3.308  -0.754
C14 0.054 5.384 -1.945  -0.536
C15 0.198 4.303 -1.115  -0.339
C16 0.229 2.986 -1.625  0.935
O2 0.371 2.034 -0.755  -0.812
H8 1.512 -3.581 -3.281  0.237
H9 1.510 -2.745 -4.727  0.352
H10 0.214 1.620 -4.776  0.242
H11 -0.015 3.822 -4.872  0.299
H12 -0.027 6.118 -3.939  0.362
H13 0.155 6.400 -1.579  0.336
H14 0.487 4.371 -0.051  -0.226
Se1 1.400 0.311 5.236  -0.191
Se2 3.140 -1.125 4.795  -0.200
C17 2.478 -2.332 3.327  -0.014
C18 1.245 -2.121 2.716  0.806
C19 0.984 -3.026 1.644  -0.535
C20 1.973 -3.889 1.256  -0.517
C21 3.250 -3.846 1.850  -0.132
N7 3.491 -3.075 2.852  -0.585
C22 1.633 1.720 3.920  0.140
C23 0.745 1.789 2.915  -0.048
C24 0.827 2.859 2.020  -0.369
C25 1.851 3.794 2.147  -0.262
C26 2.744 3.591 3.236  -0.383
N8 2.642 2.616 4.106  -0.609
H15 0.504 -1.476 3.111  -0.015
H16 0.027 -3.024 1.105  0.271
H17 1.771 -4.355 0.299  0.357
H18 4.013 -4.461 1.411  0.375
H19 0.051 1.022 2.785  0.708
H20 0.109 3.038 1.170  0.208
H21 2.025 4.659 1.449  0.247
H22 3.519 4.297 3.373  0.397

Record 5
C6H12N2 | the ωB97M-V functional and the def2-TZVPD basis

Output
molecular weight: 112.18 g mol⁻¹
ΔE to the lowest compared entry with this formula, charge and spin: 0.258 eV
LUMO level: 0.91 eV
total charge: 0
HOMO-LUMO gap: 9.6 eV
SMILES: Cc1c[nH]cn1.CC
E_HOMO: -8.6 eV

Each line ends with the Mulliken charge.
Atoms and positions in Å:
C1 1.477 1.732 -0.168  -0.709
C2 1.989 3.170 -0.006  -0.934
H1 1.058 1.395 0.749  0.248
H2 0.683 1.551 -0.890  0.233
H3 2.275 1.017 -0.376  0.327
H4 1.966 3.445 1.050  0.255
H5 3.044 3.218 -0.273  0.265
H6 1.434 3.912 -0.567  0.295
C3 0.463 -1.725 1.698  -1.233
C4 -0.315 -1.230 0.522  0.792
C5 -0.377 -1.749 -0.731  -0.672
C6 -1.746 -0.055 -0.548  -0.318
N1 -1.201 -0.171 0.636  -0.526
N2 -1.311 -0.990 -1.417  -0.057
H7 0.283 -2.765 1.926  0.399
H8 0.200 -1.107 2.556  0.301
H9 0.040 -2.668 -1.087  0.414
H10 -2.517 0.663 -0.764  0.435
H11 -1.419 -1.077 -2.411  0.197
H12 1.527 -1.618 1.475  0.286

Record 6
C43H31F6IrP2SeSi | the ωB97M-V functional and the def2-TZVPD basis

Output
molecular weight: 1022.92 g mol⁻¹
ΔE to the lowest compared entry with this formula, charge and spin: 4.935 eV
LUMO level (spin up / spin down): -1.80 / -1.80 eV
total charge: 0
HOMO-LUMO gap (spin up / spin down): 4.9 / 4.9 eV
E_HOMO (spin up / spin down): -6.7 / -6.7 eV

Each line ends with the Mulliken charge.
Atoms and positions in Å:
Ir1 -0.524 0.897 -0.451  1.909
C1 0.136 2.179 3.134  -1.387
Si1 -0.013 0.711 1.892  0.451
C2 1.613 -0.300 2.129  -0.207
C3 1.749 -1.034 3.299  -0.342
C4 2.912 -1.723 3.592  -0.966
C5 3.959 -1.700 2.688  -0.925
C6 3.848 -0.969 1.520  -0.587
C7 2.677 -0.276 1.217  1.543
P1 2.698 1.060 -0.038  -0.080
C8 4.198 0.669 -1.041  0.425
C9 4.571 -0.564 -1.573  0.405
C10 5.765 -0.687 -2.263  -0.820
C11 6.598 0.407 -2.434  -0.533
C12 6.218 1.642 -1.938  -0.628
C13 5.028 1.767 -1.248  -0.620
C14 1.431 0.681 -1.350  1.790
C15 1.376 -0.554 -2.055  -0.074
C16 0.881 -0.617 -3.340  -1.169
C17 0.392 0.518 -3.982  -0.712
C18 0.384 1.734 -3.312  -0.986
C19 0.918 1.838 -2.030  -2.126
C20 -1.457 -0.446 2.453  0.074
C21 -2.032 -0.317 3.710  -0.574
C22 -3.183 -1.004 4.053  -0.941
C23 -3.784 -1.848 3.134  -0.821
C24 -3.219 -2.015 1.881  -1.021
C25 -2.066 -1.320 1.540  0.820
P2 -1.317 -1.487 -0.111  0.719
C26 -0.106 -2.821 0.117  1.002
C27 0.417 -3.148 1.362  -0.704
C28 1.450 -4.063 1.466  -0.677
C29 1.981 -4.649 0.330  -0.798
C30 1.449 -4.344 -0.915  -0.612
C31 0.413 -3.437 -1.022  -0.886
C32 -2.576 -2.270 -1.166  0.049
C33 -2.806 -3.644 -1.137  -0.428
C34 -3.752 -4.204 -1.975  -0.796
C35 -4.468 -3.405 -2.853  -0.530
C36 -4.241 -2.039 -2.883  -0.682
C37 -3.299 -1.469 -2.044  -0.482
H1 0.428 1.827 4.118  0.432
H2 -0.806 2.710 3.223  0.408
H3 0.891 2.883 2.799  0.354
H4 0.934 -1.039 4.009  0.406
H5 3.008 -2.254 4.528  0.416
H6 4.880 -2.219 2.911  0.433
H7 4.702 -0.916 0.860  0.409
H8 3.944 -1.437 -1.454  0.375
H9 6.051 -1.645 -2.675  0.419
H10 7.535 0.295 -2.962  0.392
H11 6.850 2.503 -2.090  0.421
H12 4.720 2.727 -0.860  0.392
H13 1.763 -1.440 -1.575  0.638
H14 0.892 -1.561 -3.866  0.478
H15 0.032 0.455 -4.998  0.464
H16 0.010 2.625 -3.795  0.479
H17 1.124 2.826 -1.620  0.804
H18 -1.573 0.343 4.430  0.440
H19 -3.619 -0.868 5.031  0.423
H20 -4.697 -2.365 3.389  0.428
H21 -3.699 -2.662 1.159  0.380
H22 0.009 -2.685 2.247  0.640
H23 1.844 -4.315 2.439  0.475
H24 2.797 -5.352 0.415  0.419
H25 1.855 -4.810 -1.801  0.445
H26 -0.002 -3.191 -1.990  0.583
H27 -2.245 -4.270 -0.457  0.522
H28 -3.934 -5.269 -1.938  0.420
H29 -5.204 -3.854 -3.505  0.404
H30 -4.804 -1.420 -3.565  0.439
H31 -3.126 -0.404 -2.058  0.511
F1 -5.382 8.296 0.742  -0.306
C38 -4.488 7.345 0.447  0.541
C39 -4.877 6.010 0.383  -0.090
F2 -6.156 5.687 0.604  -0.313
C40 -3.945 5.022 0.097  0.422
F3 -4.346 3.751 0.048  -0.218
C41 -2.605 5.333 -0.144  -0.212
Se1 -1.303 4.059 -0.578  -0.278
C42 -2.246 6.682 -0.082  0.265
F4 -0.966 7.009 -0.314  -0.288
C43 -3.159 7.680 0.206  0.213
F5 -2.774 8.961 0.256  -0.299
F6 -2.532 1.196 -0.366  -0.760